1.
{"formula": "C7H10", "method": "the ωB97M-V functional and the def2-TZVPD basis", "fmax_ev_per_a": 3.58, "e_tot_ev": -7415.350, "e_homo_ha": [-0.28311, -0.27556], "homo_lumo_gap_ev": [7.68, 7.86], "lumo_ev": [0.0, 0.4], "charge": 0, "relative_energy_ev": 5.685, "symbols": ["C", "C", "C", "C", "C", "C", "C", "H", "H", "H", "H", "H", "H", "H", "H", "H", "H"], "coordinates": [[-0.87, -0.50, -0.34], [-1.93, -1.28, -0.23], [1.56, -1.04, -0.05], [1.50, -0.16, 1.13], [0.46, -0.43, -0.88], [-0.22, 0.68, -0.11], [-0.71, 2.08, 0.00], [-2.81, -0.99, 0.29], [-1.92, -2.27, -0.67], [2.57, -1.00, -0.40], [1.20, -2.14, 0.12], [1.00, -0.54, 1.99], [2.11, 0.72, 1.12], [0.50, -0.53, -1.99], [0.06, 2.68, 0.63], [-1.76, 2.17, 0.45], [-0.74, 2.56, -1.07]]}

2.
{"formula": "C4H11NO3", "method": "the ωB97M-V functional and the def2-TZVPD basis", "fmax_ev_per_a": 7.85, "e_tot_ev": -11957.140, "e_homo_ha": -0.33554, "homo_lumo_gap_ev": 9.47, "smiles": "CCNCC(=O)O.O", "lumo_ev": 0.3, "charge": 0, "relative_energy_ev": 2.970, "symbols": ["C", "C", "N", "C", "C", "O", "O", "H", "H", "H", "H", "H", "H", "H", "H", "H", "O", "H", "H"], "coordinates": [[-2.61, -0.30, -0.88], [-1.11, 0.05, -0.89], [-0.74, 0.61, 0.46], [0.22, 1.71, 0.50], [1.66, 1.34, 0.18], [2.53, 2.16, -0.12], [1.85, 0.08, 0.12], [-2.87, -1.20, -1.62], [-3.19, 0.33, -1.30], [-2.90, -0.63, 0.09], [-0.96, 0.68, -1.69], [-0.47, -0.82, -1.36], [-0.53, -0.23, 1.08], [0.06, 2.64, 0.06], [0.38, 2.09, 1.52], [2.78, -0.26, 0.35], [2.25, -2.89, 1.36], [1.45, -2.70, 1.72], [2.21, -2.66, 0.42]]}

3.
{"formula": "C5H10O", "method": "the ωB97M-V functional and the def2-TZVPD basis", "fmax_ev_per_a": 2.90, "e_tot_ev": -7392.160, "e_homo_ha": -0.32470, "homo_lumo_gap_ev": 9.54, "lumo_ev": 0.7, "charge": 0, "relative_energy_ev": 2.605, "symbols": ["C", "C", "C", "C", "O", "C", "H", "H", "H", "H", "H", "H", "H", "H", "H", "H"], "coordinates": [[-0.28, -1.58, -1.12], [0.17, -0.36, -0.37], [1.22, -0.61, 0.71], [-0.82, 0.68, -0.19], [-1.99, 0.50, -0.55], [-0.43, 1.85, 0.71], [-0.94, -1.27, -1.92], [-0.87, -2.24, -0.46], [0.58, -2.17, -1.48], [0.09, 0.88, -1.25], [0.71, -0.77, 1.67], [1.89, 0.24, 0.84], [1.82, -1.52, 0.53], [0.63, 2.14, 0.72], [-1.04, 2.72, 0.45], [-0.72, 1.51, 1.71]]}

4.
{"formula": "C40H46IrN8P2S3", "method": "the ωB97M-V functional and the def2-TZVPD basis", "multiplicity": 6, "fmax_ev_per_a": 1.89, "s_squared": 8.79, "e_tot_ev": -108031.077, "e_homo_ha": [-0.63547, -0.66346], "homo_lumo_gap_ev": [6.47, 4.02], "lumo_ev": [-10.8, -14.0], "charge": 4, "relative_energy_ev": 1.207, "symbols": ["Ir", "C", "N", "P", "C", "C", "C", "C", "C", "C", "C", "C", "C", "C", "C", "C", "P", "C", "C", "C", "C", "C", "C", "C", "C", "C", "C", "C", "C", "H", "H", "H", "H", "H", "H", "H", "H", "H", "H", "H", "H", "H", "H", "H", "H", "H", "H", "H", "H", "H", "H", "H", "N", "N", "C", "N", "S", "H", "H", "H", "H", "H", "C", "C", "N", "C", "C", "S", "C", "C", "S", "C", "N", "C", "H", "H", "H", "H", "H", "H", "H", "H", "N", "C", "N", "C", "C", "C", "C", "C", "H", "H", "H", "H", "H", "H", "H", "H", "H", "H"], "coordinates": [[-0.18, 1.14, -0.31], [-2.10, -3.15, -0.45], [-1.37, -1.89, -0.43], [-0.92, -1.16, 1.05], [0.74, -1.79, 1.50], [1.32, -1.19, 2.62], [2.52, -1.68, 3.12], [3.15, -2.73, 2.48], [2.59, -3.31, 1.35], [1.38, -2.84, 0.86], [-1.98, -1.97, 2.28], [-3.37, -1.80, 2.21], [-4.19, -2.41, 3.15], [-3.63, -3.17, 4.18], [-2.26, -3.36, 4.23], [-1.43, -2.76, 3.30], [-1.29, -0.81, -1.78], [-3.02, -0.47, -2.35], [-3.40, 0.85, -2.57], [-4.66, 1.14, -3.06], [-5.55, 0.11, -3.34], [-5.17, -1.20, -3.14], [-3.90, -1.50, -2.65], [-0.73, -1.88, -3.14], [0.04, -3.02, -2.90], [0.32, -3.90, -3.93], [-0.12, -3.64, -5.22], [-0.82, -2.47, -5.48], [-1.13, -1.59, -4.45], [-1.81, -3.76, 0.41], [-1.88, -3.70, -1.36], [-3.18, -3.00, -0.39], [0.81, -0.37, 3.11], [2.94, -1.26, 4.02], [4.09, -3.11, 2.87], [3.07, -4.15, 0.88], [0.92, -3.31, 0.01], [-3.81, -1.20, 1.43], [-5.26, -2.29, 3.11], [-4.27, -3.61, 4.93], [-1.83, -3.98, 5.00], [-0.37, -2.93, 3.34], [-2.69, 1.65, -2.37], [-4.96, 2.16, -3.24], [-6.52, 0.34, -3.74], [-5.85, -2.00, -3.38], [-3.61, -2.54, -2.56], [0.41, -3.23, -1.91], [0.88, -4.80, -3.72], [0.08, -4.34, -6.01], [-1.15, -2.25, -6.48], [-1.70, -0.70, -4.66], [-0.63, 2.79, 1.76], [-1.93, 3.03, 2.25], [-2.99, 2.31, 1.83], [-4.16, 2.49, 2.42], [-2.86, 1.23, 0.52], [-0.05, 2.40, 2.51], [-0.21, 3.67, 1.47], [-2.05, 3.67, 3.02], [-4.30, 3.16, 3.16], [-4.96, 1.96, 2.11], [3.04, -0.96, -1.40], [2.53, 0.10, -2.29], [1.52, 0.88, -2.06], [1.32, 1.78, -3.08], [2.23, 1.66, -4.11], [3.33, 0.40, -3.82], [0.30, 2.79, -2.99], [0.00, 3.70, -3.97], [-1.21, 4.78, -3.48], [-1.29, 3.95, -1.95], [-0.47, 2.94, -1.85], [-2.23, 4.43, -0.92], [2.43, -1.03, -0.50], [4.07, -0.75, -1.13], [3.04, -1.92, -1.92], [2.30, 2.24, -5.01], [0.44, 3.76, -4.95], [-3.02, 5.01, -1.39], [-1.71, 5.09, -0.23], [-2.66, 3.60, -0.38], [1.68, 1.48, 0.80], [2.61, 1.54, 1.50], [3.62, 1.59, 2.27], [4.85, 0.88, 1.92], [6.09, 1.76, 2.13], [6.09, 2.35, 3.53], [4.81, 3.14, 3.75], [3.59, 2.24, 3.57], [4.77, 0.56, 0.88], [4.92, 0.00, 2.56], [6.10, 2.56, 1.39], [6.97, 1.14, 1.97], [6.95, 3.01, 3.65], [6.20, 1.57, 4.28], [4.75, 3.96, 3.03], [4.78, 3.57, 4.75], [2.66, 2.82, 3.67], [3.61, 1.47, 4.35]]}

5.
{"formula": "C3H6N2O2", "method": "the ωB97M-V functional and the def2-TZVPD basis", "fmax_ev_per_a": 5.82, "e_tot_ev": -10282.903, "e_homo_ha": -0.37970, "homo_lumo_gap_ev": 10.61, "smiles": "[H]/N=C(\\N)CC(=O)O", "lumo_ev": 0.3, "charge": 0, "relative_energy_ev": 1.895, "symbols": ["H", "N", "C", "N", "C", "C", "O", "O", "H", "H", "H", "H", "H"], "coordinates": [[-0.58, -1.54, 1.72], [-0.13, -0.75, 1.34], [-0.51, -0.45, 0.19], [-1.30, -1.40, -0.59], [0.09, 0.73, -0.54], [1.49, 1.23, -0.19], [2.07, 2.02, -0.95], [2.06, 0.78, 0.94], [-2.13, -0.74, -1.16], [-2.00, -1.89, 0.04], [-0.62, 1.57, -0.63], [0.03, 0.36, -1.52], [1.52, 0.10, 1.33]]}

6.
{"formula": "C17H26NO2", "method": "the ωB97M-V functional and the def2-TZVPD basis", "fmax_ev_per_a": 0.88, "e_tot_ev": -23627.888, "e_homo_ha": -0.38894, "homo_lumo_gap_ev": 8.31, "smiles": "C=CC[NH+](CC=C)CCOc1ccc(OC(C)C)cc1", "lumo_ev": -2.3, "charge": 1, "relative_energy_ev": 1.897, "symbols": ["C", "C", "C", "N", "C", "C", "C", "C", "C", "O", "C", "C", "C", "C", "O", "C", "C", "C", "C", "C", "H", "H", "H", "H", "H", "H", "H", "H", "H", "H", "H", "H", "H", "H", "H", "H", "H", "H", "H", "H", "H", "H", "H", "H", "H", "H"], "coordinates": [[-0.10, 4.42, -3.92], [0.25, 3.48, -3.07], [0.93, 3.76, -1.76], [0.25, 3.08, -0.62], [-1.16, 3.50, -0.48], [-2.07, 2.75, -1.41], [-3.00, 3.32, -2.15], [1.02, 3.18, 0.64], [0.71, 1.94, 1.49], [0.75, 0.85, 0.59], [0.58, -0.44, 1.09], [0.32, -0.74, 2.42], [0.17, -2.06, 2.80], [0.27, -3.11, 1.87], [0.09, -4.33, 2.41], [0.17, -5.56, 1.69], [1.56, -5.84, 1.12], [-0.95, -5.72, 0.66], [0.52, -2.78, 0.54], [0.67, -1.46, 0.16], [-0.54, 4.19, -4.87], [0.05, 5.47, -3.71], [0.12, 2.44, -3.31], [1.96, 3.39, -1.81], [0.95, 4.83, -1.56], [0.25, 2.05, -0.81], [-1.23, 4.58, -0.65], [-1.48, 3.30, 0.55], [-1.96, 1.68, -1.39], [-3.67, 2.74, -2.76], [-3.15, 4.39, -2.17], [0.77, 4.10, 1.17], [2.08, 3.18, 0.40], [1.46, 1.83, 2.28], [-0.28, 2.01, 1.97], [0.24, 0.03, 3.17], [-0.03, -2.31, 3.83], [-0.02, -6.28, 2.50], [1.62, -6.89, 0.85], [1.77, -5.25, 0.24], [2.31, -5.63, 1.87], [-0.77, -5.14, -0.24], [-1.90, -5.41, 1.09], [-1.02, -6.77, 0.38], [0.61, -3.54, -0.22], [0.88, -1.22, -0.87]]}

7.
{"formula": "C20H32CdN2O4S5", "method": "the ωB97M-V functional and the def2-TZVPD basis", "fmax_ev_per_a": 0.32, "e_tot_ev": -91170.830, "e_homo_ha": -0.27199, "homo_lumo_gap_ev": 7.42, "lumo_ev": 0.0, "charge": 0, "relative_energy_ev": 0.000, "symbols": ["Cd", "C", "C", "S", "C", "C", "S", "C", "C", "S", "C", "C", "S", "H", "H", "H", "H", "H", "H", "H", "H", "H", "H", "H", "H", "H", "H", "H", "H", "N", "C", "C", "O", "N", "C", "C", "O", "O", "H", "H", "H", "H", "H", "H", "C", "C", "C", "C", "C", "C", "C", "S", "C", "O", "H", "H", "H", "H", "H", "H", "H", "H", "H", "H"], "coordinates": [[-0.40, -0.83, 0.91], [1.09, -1.75, -2.44], [2.14, -0.79, -1.88], [2.59, -1.06, -0.15], [3.60, -2.56, -0.35], [3.03, -3.96, 0.00], [1.45, -3.96, 0.89], [0.46, -5.15, -0.05], [-0.95, -5.15, 0.54], [-1.80, -3.55, 0.63], [-2.44, -3.29, -1.03], [-1.42, -2.93, -2.11], [-0.53, -1.41, -1.71], [1.38, -2.78, -2.23], [1.03, -1.62, -3.52], [1.80, 0.24, -1.94], [3.05, -0.86, -2.48], [4.51, -2.40, 0.22], [3.90, -2.57, -1.40], [3.76, -4.48, 0.63], [2.91, -4.56, -0.90], [0.87, -6.16, 0.03], [0.45, -4.87, -1.10], [-0.89, -5.47, 1.59], [-1.58, -5.87, 0.03], [-3.15, -2.48, -0.90], [-2.98, -4.19, -1.35], [-1.94, -2.80, -3.05], [-0.69, -3.73, -2.24], [0.40, -1.77, 2.96], [0.43, -0.62, 3.89], [-0.88, 0.18, 3.77], [-1.48, 0.51, 4.80], [-1.21, 0.41, 2.51], [-2.52, 0.94, 2.20], [-3.15, 0.36, 0.92], [-4.20, 0.87, 0.52], [-2.55, -0.62, 0.32], [-0.37, -2.37, 3.23], [1.25, -2.32, 3.01], [1.27, 0.02, 3.61], [0.55, -0.92, 4.93], [-2.51, 2.03, 2.06], [-3.22, 0.76, 3.02], [1.00, 7.76, -0.18], [0.67, 6.33, -0.52], [0.24, 5.45, 0.47], [-0.04, 4.13, 0.18], [0.11, 3.68, -1.13], [0.55, 4.53, -2.13], [0.82, 5.86, -1.82], [-0.25, 1.98, -1.52], [-2.04, 2.07, -1.47], [0.16, 1.21, -0.29], [0.39, 8.12, 0.64], [0.85, 8.41, -1.04], [2.05, 7.85, 0.12], [0.12, 5.81, 1.48], [-0.36, 3.43, 0.95], [0.68, 4.16, -3.14], [1.16, 6.53, -2.60], [-2.36, 2.47, -0.51], [-2.42, 1.06, -1.58], [-2.37, 2.71, -2.29]]}

8.
{"formula": "C6H8N2O3", "method": "the ωB97M-V functional and the def2-TZVPD basis", "fmax_ev_per_a": 5.68, "e_tot_ev": -15468.842, "e_homo_ha": -0.30749, "homo_lumo_gap_ev": 7.72, "smiles": "CC1=C([N+](=O)[O-])[C@@H](O)NC=C1", "lumo_ev": -0.6, "charge": 0, "relative_energy_ev": 6.093, "symbols": ["C", "C", "C", "N", "O", "O", "C", "O", "N", "C", "C", "H", "H", "H", "H", "H", "H", "H", "H"], "coordinates": [[2.06, -0.05, 1.34], [0.78, -0.27, 0.52], [-0.22, 0.62, 0.33], [-0.31, 1.91, 0.88], [0.54, 2.29, 1.71], [-1.28, 2.62, 0.56], [-1.70, 0.08, -0.66], [-2.16, 1.14, -1.46], [-1.16, -1.01, -1.48], [-0.03, -1.71, -1.26], [0.78, -1.43, -0.24], [2.52, 0.95, 1.17], [2.66, -0.86, 0.86], [1.85, -0.07, 2.36], [-2.15, -0.42, 0.21], [-2.12, 1.93, -0.89], [-1.72, -1.14, -2.24], [0.06, -2.60, -1.87], [1.59, -1.96, 0.14]]}

Please write out number 6 again, unchanged.
{"formula": "C17H26NO2", "method": "the ωB97M-V functional and the def2-TZVPD basis", "fmax_ev_per_a": 0.88, "e_tot_ev": -23627.888, "e_homo_ha": -0.38894, "homo_lumo_gap_ev": 8.31, "smiles": "C=CC[NH+](CC=C)CCOc1ccc(OC(C)C)cc1", "lumo_ev": -2.3, "charge": 1, "relative_energy_ev": 1.897, "symbols": ["C", "C", "C", "N", "C", "C", "C", "C", "C", "O", "C", "C", "C", "C", "O", "C", "C", "C", "C", "C", "H", "H", "H", "H", "H", "H", "H", "H", "H", "H", "H", "H", "H", "H", "H", "H", "H", "H", "H", "H", "H", "H", "H", "H", "H", "H"], "coordinates": [[-0.10, 4.42, -3.92], [0.25, 3.48, -3.07], [0.93, 3.76, -1.76], [0.25, 3.08, -0.62], [-1.16, 3.50, -0.48], [-2.07, 2.75, -1.41], [-3.00, 3.32, -2.15], [1.02, 3.18, 0.64], [0.71, 1.94, 1.49], [0.75, 0.85, 0.59], [0.58, -0.44, 1.09], [0.32, -0.74, 2.42], [0.17, -2.06, 2.80], [0.27, -3.11, 1.87], [0.09, -4.33, 2.41], [0.17, -5.56, 1.69], [1.56, -5.84, 1.12], [-0.95, -5.72, 0.66], [0.52, -2.78, 0.54], [0.67, -1.46, 0.16], [-0.54, 4.19, -4.87], [0.05, 5.47, -3.71], [0.12, 2.44, -3.31], [1.96, 3.39, -1.81], [0.95, 4.83, -1.56], [0.25, 2.05, -0.81], [-1.23, 4.58, -0.65], [-1.48, 3.30, 0.55], [-1.96, 1.68, -1.39], [-3.67, 2.74, -2.76], [-3.15, 4.39, -2.17], [0.77, 4.10, 1.17], [2.08, 3.18, 0.40], [1.46, 1.83, 2.28], [-0.28, 2.01, 1.97], [0.24, 0.03, 3.17], [-0.03, -2.31, 3.83], [-0.02, -6.28, 2.50], [1.62, -6.89, 0.85], [1.77, -5.25, 0.24], [2.31, -5.63, 1.87], [-0.77, -5.14, -0.24], [-1.90, -5.41, 1.09], [-1.02, -6.77, 0.38], [0.61, -3.54, -0.22], [0.88, -1.22, -0.87]]}